Entry from OMol25: 2 unconnected molecules or ions with the total composition C3H6NO2 in a non-equilibrium geometry (ωB97M-V/def2-TZVPD).

```
12
Properties=species:S:1:pos:R:3:forces:R:3
N -1.40731 -2.16221 -1.21885 0.0821 -0.0642 -0.2578
C -0.78092 -1.11122 -0.45815 1.0622 -0.3172 -1.0305
O -1.46687 -0.70679 0.49654 0.2998 0.3884 0.2444
O 0.37422 -0.74562 -0.89489 -1.8287 -0.6135 0.7678
H -0.77239 -2.72743 -1.77840 -0.4339 0.1880 0.3809
H -2.21573 -2.60507 -0.78084 0.7285 0.1603 -0.2097
C 1.18176 1.94890 0.18640 -0.0672 -1.0324 0.1705
C 0.89526 1.44922 1.41167 0.0596 0.0849 -1.8673
H 1.70794 2.89587 -0.02160 -0.2979 -0.3610 0.4712
H 0.95247 1.29505 -0.69266 0.0518 0.6676 0.8669
H 1.16850 1.99676 2.29889 -0.0816 0.0461 0.3452
H 0.36307 0.47255 1.45190 0.4254 0.8530 0.1186
```
Forces are in eV/Å.

The value obtained for the HOMO-LUMO gap is 8.58 eV. The LUMO energy is 4.422 eV. The max |F| comes out at 2.08 eV/A. As for the charge: -1.



Entry from OMol25: a molecular structure, C40H30Br2N2OP2PdTe (ωB97M-V/def2-TZVPD).

```
79
Properties=species:S:1:pos:R:3:forces:R:3
Pd 0.91283 1.72473 -1.45427 -0.0399 0.3763 0.0540
C 2.71776 2.49826 1.22989 0.0179 0.0222 0.0034
C 1.67513 3.53690 0.94080 0.0196 -0.0986 -0.0394
C 1.48837 4.63209 1.80755 -0.0179 0.0447 0.0494
C 0.53847 5.57103 1.52978 0.0220 -0.0338 -0.0084
C -0.25707 5.45228 0.36849 -0.0081 0.0132 0.0135
C -1.27064 6.36030 -0.01408 0.0388 -0.0519 0.0021
Br -1.65800 7.87755 1.05677 -0.0062 0.0189 0.0084
C -1.98661 6.14763 -1.15892 -0.0103 -0.0423 -0.0492
C -1.73268 5.03650 -1.96954 -0.0075 0.0364 0.0297
Br -2.75601 4.79960 -3.53815 -0.0122 0.0020 -0.0114
C -0.75171 4.08648 -1.67692 0.0180 -0.0723 -0.0675
O -0.49510 3.06955 -2.41038 -0.0772 -0.0312 -0.0529
C -0.01298 4.33343 -0.45765 0.0195 0.0113 0.0352
N 0.94291 3.40812 -0.14528 -0.0167 0.2040 0.0518
H 2.95692 2.47599 2.29276 0.0062 -0.0002 -0.0084
H 3.63383 2.71952 0.67692 -0.0064 -0.0139 0.0006
H 2.37630 1.50531 0.93098 -0.0193 0.0086 -0.0055
H 2.10436 4.70890 2.69398 -0.0100 0.0107 -0.0052
H 0.38259 6.41214 2.19188 0.0044 -0.0016 0.0016
H -2.76363 6.83980 -1.45283 0.0050 0.0088 0.0156
Te -0.59352 -3.20978 -1.24408 -0.0428 -0.2556 -0.1594
C -1.32849 -3.92296 0.60758 0.0417 -0.0226 0.0478
C -0.43390 -4.43111 1.54372 -0.0064 0.0130 0.0032
C -0.93481 -5.00862 2.70146 -0.0271 0.0285 -0.0023
N -2.23530 -5.12378 2.96202 0.0478 0.0184 0.0067
C -3.07978 -4.64800 2.05298 -0.0268 -0.0345 -0.0445
C -2.68331 -4.04466 0.86563 -0.0208 0.0211 0.0453
C -0.23817 -1.22161 -0.93325 0.0942 0.2181 0.1952
P -1.12814 0.02907 0.01569 -0.1338 -0.2470 -0.1344
C -2.74812 -0.74224 0.37407 -0.0112 0.0713 0.0324
C -3.26354 -0.91565 1.65480 -0.0024 0.0319 0.0095
C -4.56888 -1.35801 1.83310 0.0267 -0.0060 0.0282
C -5.36934 -1.63625 0.73591 -0.0023 -0.0076 0.0036
C -4.86476 -1.45958 -0.54761 0.0154 0.0064 -0.0248
C -3.56891 -1.00279 -0.72588 -0.0582 -0.0215 0.0039
C -0.33968 0.09735 1.66135 0.0995 -0.0115 0.0347
C 0.29241 -0.98521 2.27155 -0.0455 0.0727 -0.0068
C 0.87598 -0.84882 3.52131 -0.0128 0.0144 -0.0087
C 0.82524 0.37392 4.18030 0.0174 -0.0224 0.0240
C 0.19183 1.45512 3.58655 -0.0294 0.0265 -0.0349
C -0.38082 1.32021 2.32803 0.0111 0.0128 0.0449
P 1.00794 -0.46575 -1.98397 -0.3327 0.0865 -0.0633
C 2.61145 -0.56043 -1.13926 0.2580 -0.4008 0.1694
C 3.62783 0.26748 -1.61968 0.0865 0.1164 -0.2266
C 4.83631 0.37552 -0.95294 0.0080 -0.0620 0.1019
C 5.03967 -0.33349 0.22426 -0.0474 -0.0375 0.0204
C 4.03764 -1.16329 0.71442 0.0084 0.0317 -0.0729
C 2.83495 -1.28452 0.03089 -0.0077 -0.0162 0.0028
C 1.08840 -1.53446 -3.44927 0.2171 0.0037 0.0431
C 0.05209 -1.43738 -4.37579 -0.0644 0.0152 -0.0533
C 0.03551 -2.26027 -5.49054 0.0216 -0.0086 0.0055
C 1.06274 -3.17366 -5.69386 0.0054 0.0131 0.0243
C 2.10707 -3.26096 -4.78326 -0.0175 -0.0140 -0.0286
C 2.12102 -2.44469 -3.66189 0.0112 0.0147 0.0349
H 0.63641 -4.38849 1.38165 -0.0056 0.0028 -0.0033
H -0.25573 -5.39868 3.45198 -0.0119 -0.0201 -0.0022
H -4.13670 -4.75614 2.27272 0.0146 0.0207 0.0244
H -3.42896 -3.66316 0.18213 0.0020 -0.0102 -0.0380
H -2.64674 -0.70017 2.51945 -0.0174 -0.0296 -0.0098
H -4.95766 -1.48843 2.83552 0.0043 0.0041 -0.0076
H -6.38728 -1.97689 0.87679 0.0060 0.0002 0.0012
H -5.48834 -1.65672 -1.41050 -0.0038 -0.0052 0.0087
H -3.19480 -0.83119 -1.72984 0.0110 0.0004 0.0187
H 0.31855 -1.93957 1.76347 -0.0194 -0.0017 0.0253
H 1.36367 -1.69764 3.98525 -0.0038 0.0083 0.0020
H 1.27823 0.48265 5.15780 -0.0015 -0.0101 -0.0069
H 0.14917 2.40979 4.09597 0.0004 -0.0013 -0.0018
H -0.85837 2.17322 1.85726 0.0002 -0.0084 -0.0134
H 3.46280 0.84204 -2.52493 0.0009 0.0009 -0.0071
H 5.60871 1.02777 -1.33950 0.0030 -0.0159 -0.0062
H 5.97571 -0.23683 0.75936 -0.0086 -0.0111 0.0083
H 4.19160 -1.71824 1.63132 0.0041 0.0070 -0.0012
H 2.05459 -1.92864 0.41474 0.0405 0.0032 -0.0223
H -0.73939 -0.71115 -4.22504 0.0072 0.0082 0.0118
H -0.77344 -2.18112 -6.20481 0.0049 -0.0069 -0.0034
H 1.05297 -3.81361 -6.56671 -0.0045 0.0054 0.0013
H 2.90957 -3.96924 -4.94456 -0.0038 0.0064 0.0035
H 2.93176 -2.51637 -2.94565 -0.0195 -0.0073 -0.0205
```
Forces are in eV/Å.

The value obtained for the HOMO-LUMO gap (alpha / beta) is 6.89 / 5.23 eV. The LUMO energy (alpha / beta) is -0.063 / -1.696 eV. As for the spin multiplicity: 3. The max |F| comes out at 0.51 eV/A.



Entry from OMol25: a molecular structure, C49H50BN12O6Ti in a non-equilibrium geometry (ωB97M-V/def2-TZVPD).

```
119
Properties=species:S:1:pos:R:3:forces:R:3
Ti -0.83538 0.42834 0.51323 -2.5769 -0.5461 -0.6529
C -0.37375 0.36258 5.21232 -0.0408 0.0795 -0.1398
C -1.57887 0.82137 4.38197 0.0105 -0.1013 0.1059
C -2.74855 1.20121 5.29769 0.0092 0.1042 -0.1563
C -2.02740 -0.25519 3.43686 -0.1077 -0.1379 -0.0749
C -2.37983 -1.56047 3.79934 0.0759 0.0305 0.0358
C -2.82056 -2.14962 2.63266 0.0634 0.0232 -0.0156
N -2.73550 -1.24839 1.64998 -0.4786 -0.4267 0.2552
N -2.23575 -0.08173 2.12163 -0.5898 -0.2018 0.3107
B -3.45615 -1.30774 0.28311 -0.1018 0.6554 0.1217
N -2.51629 -0.96729 -0.90955 -0.4930 -0.4733 -0.0334
C -2.58068 -1.66831 -2.05352 0.0505 0.1232 -0.2148
C -2.23203 -0.84463 -3.09484 0.0114 -0.0289 0.1038
C -1.95296 0.40126 -2.50928 -0.3833 -0.2569 -0.1271
N -2.09785 0.30344 -1.18089 -0.1370 0.3218 -0.6451
C -1.84284 1.70525 -3.25916 0.3095 0.1754 -0.0082
C -0.77633 2.67261 -2.75791 -0.1999 -0.0741 0.0406
C -1.68095 1.48761 -4.76356 -0.1470 -0.0598 0.0791
N -4.59907 -0.25767 0.37521 -0.2629 -0.0681 -0.0307
C -5.67461 -0.38412 1.18189 0.0697 -0.0682 -0.0047
C -6.45478 0.73701 1.04124 -0.0230 0.0747 0.0739
C -5.77065 1.52289 0.09473 -0.0181 -0.2918 0.0131
N -4.65250 0.91600 -0.28652 -0.0488 0.1897 -0.2421
C -6.22550 2.83264 -0.48615 0.2665 0.0846 0.0316
C -5.38434 3.24793 -1.69152 -0.1978 -0.0995 0.0592
C -6.21584 3.93197 0.58120 -0.1348 -0.0756 -0.1203
H 0.06586 1.20906 5.74278 -0.0317 -0.0090 0.0723
H -0.68106 -0.37973 5.95078 0.0072 -0.0141 0.0187
H 0.39170 -0.08489 4.57989 0.0539 -0.0108 0.0365
H -1.30411 1.70272 3.80648 -0.0459 -0.0045 -0.0504
H -3.07566 0.33727 5.87742 -0.0092 0.0019 0.0245
H -2.45462 1.99240 5.98912 0.0232 -0.0084 0.0306
H -3.59352 1.55787 4.70771 -0.0472 -0.0133 0.0265
H -2.32656 -2.00265 4.77877 -0.0085 -0.0235 0.0162
H -3.18064 -3.14695 2.44316 -0.0787 0.0178 -0.0509
H -3.90350 -2.40562 0.12948 0.1177 -0.1767 0.0196
H -2.90587 -2.69423 -2.06391 -0.0242 -0.0133 0.1073
H -2.18347 -1.12219 -4.13203 -0.0180 0.0714 -0.0389
H -2.80928 2.19532 -3.09981 -0.0788 -0.0777 0.0280
H 0.22217 2.35724 -3.06452 0.0329 -0.0282 0.0585
H -0.96087 3.66447 -3.17342 0.0491 0.0099 -0.0349
H -0.78942 2.75325 -1.67686 0.0831 0.0918 0.0138
H -0.72567 1.01294 -4.99774 0.0154 -0.0133 0.0062
H -2.47931 0.86633 -5.16892 -0.0026 0.0208 -0.0493
H -1.70976 2.44843 -5.27763 0.0208 0.0121 0.0017
H -5.81499 -1.26513 1.78684 0.0207 -0.0229 0.0264
H -7.37645 0.97100 1.54652 -0.0553 -0.0714 -0.0122
H -7.25879 2.69085 -0.82000 0.0137 0.0310 -0.0056
H -4.37055 3.50299 -1.38017 0.0750 0.0048 -0.0441
H -5.32367 2.43301 -2.41175 0.0631 0.0214 -0.0414
H -5.82851 4.11755 -2.17837 0.0440 0.0377 0.0074
H -5.21432 4.04082 1.00002 0.0587 0.0258 0.0194
H -6.51988 4.88545 0.14508 -0.0057 0.0416 0.0506
H -6.89699 3.69267 1.39782 0.0154 0.0188 0.0435
O -0.34558 -3.91055 0.40267 0.0549 -0.0962 -0.0237
C 0.70582 -3.97570 1.23880 -0.0450 0.2597 0.0850
C 1.26378 -5.23174 1.47312 0.0171 -0.0993 -0.0294
C 2.35672 -5.37033 2.30416 -0.1123 0.0334 -0.0687
C 2.91603 -4.25849 2.92987 0.1379 0.0750 0.0872
C 2.36888 -3.01260 2.71398 -0.0780 0.0318 -0.0808
C 1.26574 -2.84474 1.86809 -0.0024 -0.2672 -0.0906
C 0.72061 -1.50897 1.64360 -0.2743 0.7606 0.1886
O -0.25897 -1.33372 0.79992 1.3986 -1.9739 0.8075
N 1.20167 -0.47399 2.30505 0.6563 -0.3620 0.4594
N 0.49770 0.62665 1.96349 0.9707 1.1161 1.1481
C 0.80542 1.82795 2.38003 0.4392 -1.4769 0.1175
C -0.09870 2.82748 1.90798 -0.9327 0.7811 -0.3966
C -0.01840 4.19982 2.15671 0.2940 -0.5143 0.1557
C -0.97221 5.03341 1.62354 -0.3487 -0.0163 -0.2150
C -2.01735 4.49584 0.86952 0.2779 0.2298 0.1717
C -2.05081 3.13486 0.66724 -0.1903 -0.1675 -0.0506
N -1.11376 2.31759 1.15696 0.4054 1.9670 0.7608
H -0.58037 -2.97102 0.26340 -0.0198 0.0120 0.0074
H 0.82162 -6.08450 0.97618 -0.0149 -0.0091 -0.0003
H 2.77457 -6.35467 2.46802 0.0265 -0.0119 0.0049
H 3.77473 -4.36815 3.57798 -0.0123 -0.0154 0.0222
H 2.76724 -2.12694 3.18947 0.0663 -0.0281 0.0223
H 1.64730 2.01786 3.03519 0.0011 0.0261 0.0044
H 0.81153 4.58614 2.73181 -0.0127 0.0016 0.0395
H -0.91822 6.10121 1.78698 0.0327 0.0082 0.0017
H -2.77019 5.13456 0.43189 -0.0812 -0.0490 0.0167
H -2.84473 2.64583 0.10983 -0.0028 0.0046 -0.0616
N 8.79741 -5.28972 -1.92432 -0.0139 0.0590 0.0015
C 7.81226 -4.70116 -1.99358 0.2779 -0.1957 0.0132
C 6.57239 -3.99742 -2.08333 -0.3248 0.1418 -0.0196
C 5.82262 -3.75070 -0.93327 0.0410 -0.0428 -0.0692
C 4.61334 -3.09237 -1.02141 -0.0978 0.0757 0.0129
C 4.13171 -2.67602 -2.26089 0.2395 -0.1666 0.0346
C 4.87613 -2.92776 -3.40982 -0.0369 0.1279 -0.0271
C 6.09014 -3.58047 -3.32250 0.0721 -0.0031 0.0843
N 2.89398 -2.02134 -2.34723 -0.0752 0.0614 0.0205
C 2.47638 -1.13508 -3.31485 -0.1504 0.1476 -0.1989
C 1.20064 -0.80024 -2.98750 0.0322 -0.1892 -0.0932
N 0.80125 -1.46761 -1.85392 0.0981 -0.2310 -0.2316
C 1.83150 -2.17876 -1.49828 -0.1492 -0.0162 -0.0414
H 6.19565 -4.07410 0.02864 0.0022 0.0031 0.0118
H 4.04715 -2.88116 -0.12392 0.0007 0.0053 0.0232
H 4.50368 -2.62098 -4.37729 -0.0492 -0.0180 0.0037
H 6.66272 -3.78100 -4.21743 0.0144 -0.0084 -0.0019
H 3.10930 -0.79729 -4.11559 0.0968 -0.0052 0.0452
H 0.53955 -0.12540 -3.50102 0.0072 0.0628 -0.0128
H 1.86076 -2.87399 -0.67925 0.0767 -0.0344 0.0557
O 1.26683 3.09923 -0.53171 0.0933 -0.0527 -0.0348
C 1.48123 1.90075 -0.60447 0.3815 0.0128 -0.1967
O 0.56171 0.98256 -0.53132 1.6882 1.2344 -1.5015
C 2.88033 1.37540 -0.82702 -0.1815 -0.0846 0.0102
C 3.51231 0.64867 0.17074 -0.0541 -0.0192 -0.0806
C 4.80307 0.14391 -0.00274 0.1485 -0.0147 0.0361
C 5.40567 0.37752 -1.21178 -0.0900 0.1724 -0.2011
O 6.63446 -0.04238 -1.65598 -0.1653 -0.1275 0.1335
C 6.82111 0.59180 -2.91203 0.4892 0.1116 -0.1992
O 5.58484 1.15975 -3.31907 -0.2535 -0.0531 -0.0236
C 4.77308 1.10477 -2.21164 0.0993 -0.0568 0.2643
C 3.51610 1.62765 -2.04662 0.1499 0.1067 -0.0551
H 3.00075 0.45992 1.10338 -0.0146 -0.0386 0.0261
H 5.30553 -0.40126 0.78422 0.0147 -0.0401 -0.0110
H 7.15238 -0.14083 -3.65089 -0.0980 -0.0200 0.0614
H 7.57381 1.38515 -2.81099 -0.1079 -0.0175 0.0381
H 3.03481 2.19969 -2.82768 -0.0255 0.0219 -0.0048
```
Forces are in eV/Å.

The value obtained for the HOMO-LUMO gap (alpha / beta) is 6.01 / 7.08 eV. The LUMO energy (alpha / beta) is -0.943 / -1.088 eV. As for the spin multiplicity: 2. The max |F| comes out at 2.71 eV/A.



Entry from OMol25: a gas-phase ion, C7H11N4S2 (charge +1) in a non-equilibrium geometry (ωB97M-V/def2-TZVPD).

```
24
Properties=species:S:1:pos:R:3:forces:R:3
C 4.71804 0.76412 -1.02850 -1.2149 2.8533 -0.3038
C 2.62291 -0.01507 -0.42303 -1.9848 -0.3777 1.1361
C 2.92303 2.64618 -0.06199 -0.4763 0.0372 -0.0737
C 0.30757 0.00541 0.02758 -0.3854 -0.4176 -1.1131
C -2.15513 -1.45046 1.65749 -2.3287 -0.0519 -1.8344
C -3.26944 -0.53713 -0.58973 2.6861 -3.5686 -0.9070
C -2.13801 -0.52500 0.48315 0.9341 3.3318 -2.6372
N 3.73643 0.01939 -0.92434 0.5501 -0.8835 -0.2331
N 0.57293 0.83926 0.97684 -0.4003 0.0387 1.2237
N 1.40566 -0.28121 -0.85088 -2.5127 0.2750 -1.3820
N -0.88986 -0.51452 -0.32643 0.5402 -1.0539 0.2446
S 4.35874 2.62423 -0.84361 -0.1331 -1.0362 0.2992
S 1.51710 2.70756 0.55064 1.3460 0.1066 -0.3721
H 5.70605 0.49587 -1.00071 2.2583 -0.5341 -0.2404
H -2.22293 -2.44194 1.17206 -0.4659 0.0040 0.8919
H -1.18001 -1.40416 2.07329 0.4391 0.1896 1.3684
H -3.11058 -1.10048 2.21171 1.9907 -1.2102 -0.1460
H -3.14513 -1.56906 -1.16137 -0.2570 1.9421 0.7648
H -3.39708 0.24963 -1.32612 0.4392 0.3037 0.4062
H -4.09502 -0.71049 -0.02839 -3.1119 -0.1288 1.2781
H -2.06468 0.50826 0.75011 -0.7846 0.8892 1.3135
H -0.14026 1.06234 1.69085 0.2891 -0.4397 -0.7837
H 1.02300 -0.35968 -1.84498 1.4328 -0.0482 1.2399
H -1.08331 -1.01305 -1.18363 1.1501 -0.2207 -0.1398
```
Forces are in eV/Å.

The value obtained for the HOMO-LUMO gap is 7.52 eV. The LUMO energy is -4.299 eV. The max |F| comes out at 4.56 eV/A. As for the charge: +1.



Looking at energy relative to the best compared isomer or geometry (same formula, charge and spin) for the records above, in order, we have 0.859, 0.677, 1.660, 4.009 eV.
Looking at energy for the records above, in order, we have -323.1867, -7953.6358, -3880.2729, -1288.3096 Ha.